Record 1
Entry from the OMol25 dataset: a molecular structure, C25H42Cl2IrO2P2 in a non-equilibrium geometry (wB97M-V/def2-TZVPD).

Positions of all 74 atoms, in Å:
Ir  0.032  -0.094  -0.268
Cl  -1.281  3.536  3.173
Cl  0.559  5.318  1.723
P  1.436  0.887  -1.760
P  -1.264  0.329  -2.081
O  -0.605  3.751  -0.679
O  -0.637  2.034  0.809
C  2.820  -1.349  1.038
C  0.737  -3.233  -0.526
C  1.189  0.456  3.051
C  -1.861  0.136  -6.698
C  1.314  1.403  -6.412
C  -1.903  -0.215  2.732
C  -2.224  -2.417  0.475
C  0.513  2.617  -6.803
C  1.244  0.180  -6.953
C  -0.851  2.344  -7.476
C  1.334  -1.283  1.127
C  2.410  -0.315  -2.710
C  0.032  1.396  -2.837
C  -0.798  -0.798  1.933
C  0.594  -0.492  2.077
C  -1.473  -1.108  -3.170
C  -1.059  -0.809  -7.554
C  2.454  2.277  -1.283
C  -2.808  1.201  -1.871
C  -0.676  3.255  0.458
C  -0.870  4.299  1.620
C  -1.791  1.473  -6.690
C  0.386  -2.105  0.393
C  0.314  -0.291  -8.036
C  -0.943  -1.773  0.881
H  2.176  0.785  2.714
H  3.141  -1.737  0.074
H  1.992  -0.568  -6.654
H  1.312  0.008  4.047
H  0.156  0.472  -8.805
H  0.357  3.235  -5.903
H  -0.091  -3.447  -1.207
H  -3.594  0.498  -1.563
H  2.117  1.617  -5.692
H  -1.341  3.322  -7.608
H  2.591  0.063  -3.725
H  -2.548  2.033  -6.124
H  0.552  1.342  3.161
H  3.375  -0.478  -2.208
H  0.806  -1.133  -8.549
H  1.889  -1.277  -2.778
H  3.246  -0.354  1.190
H  0.949  -4.154  0.035
H  -3.100  1.688  -2.808
H  3.229  -2.002  1.818
H  -2.493  -3.227  1.163
H  -2.686  1.967  -1.095
H  -3.033  -1.682  0.502
H  1.100  3.246  -7.496
H  1.635  -2.992  -1.101
H  0.196  1.202  -3.903
H  -2.872  -0.432  2.276
H  -0.617  -1.787  -3.085
H  -1.640  -1.087  -8.452
H  -1.575  -0.793  -4.218
H  -0.207  2.448  -2.635
H  3.329  1.924  -0.720
H  1.871  2.968  -0.658
H  -1.918  -0.598  3.762
H  -2.150  -2.837  -0.526
H  -1.729  4.908  1.326
H  -0.679  1.961  -8.487
H  -2.377  -1.657  -2.871
H  -0.917  -1.748  -6.993
H  2.794  2.821  -2.174
H  -2.670  -0.353  -6.137
H  -1.789  0.875  2.792

Calculated values
- 2S+1 = 6
- ⟨S²⟩ = 8.7673
- LUMO (alpha / beta) (eV) = -6.199 / -10.727
- orbital gap (alpha / beta) (eV) = 3.87 / 3.12
- net charge = +2

Record 2
Entry from the OMol25 dataset: a molecular structure, C25H42Cl3N4O3SiSm in a non-equilibrium geometry (wB97M-V/def2-TZVPD).

Positions of all 79 atoms, in Å:
Sm  -1.895  -1.139  1.095
Cl  -4.247  -1.275  0.114
Cl  -0.776  1.092  -0.821
Cl  -0.849  -2.666  -0.777
Si  1.289  0.628  -0.673
O  -2.396  0.992  1.764
O  1.038  0.134  -2.341
O  -0.159  -1.874  2.361
N  1.682  -3.104  2.822
N  -5.013  -0.286  3.028
N  -3.359  3.050  1.516
N  -3.084  -1.445  3.582
C  2.621  -0.564  -3.879
C  0.510  -2.958  2.237
C  -2.330  -1.968  4.583
C  2.549  -4.235  2.488
C  -3.092  1.951  2.215
C  4.837  0.412  -3.969
C  4.545  -2.003  -3.934
C  -2.537  -1.698  5.943
C  3.160  -1.846  -3.865
C  1.059  1.281  1.214
C  0.968  1.171  -5.554
C  0.288  2.141  -6.453
C  1.140  -0.415  -3.622
C  -2.835  3.250  0.157
C  -4.051  4.183  2.136
C  2.275  -0.953  -0.231
C  -4.175  -0.720  3.983
C  5.377  -0.879  -3.999
C  2.272  -1.985  3.558
C  -4.404  -0.333  5.340
C  2.523  2.021  -1.012
C  -3.572  -0.830  6.328
C  -1.138  0.530  -4.420
C  0.353  0.461  -4.592
C  3.446  0.564  -3.918
H  1.949  -5.155  2.411
H  0.733  0.458  1.860
H  2.576  -1.167  2.890
H  -3.889  5.066  1.510
H  0.109  -3.786  1.631
H  2.035  1.646  1.573
H  -1.885  -2.153  6.685
H  -1.521  -2.637  4.278
H  -5.211  0.381  5.531
H  -1.664  0.128  -5.311
H  -1.768  3.529  0.167
H  2.990  1.555  -3.892
H  -0.392  1.666  -7.168
H  -5.136  4.002  2.228
H  -3.393  4.073  -0.304
H  3.164  -2.373  4.049
H  -4.918  -0.604  2.040
H  4.966  -3.011  -3.943
H  2.459  -2.681  -3.774
H  -3.647  4.357  3.142
H  3.294  -4.330  3.290
H  2.686  -0.905  0.780
H  1.692  -1.870  -0.350
H  3.393  1.597  -1.535
H  -2.964  2.339  -0.434
H  -1.459  1.582  -4.318
H  5.467  1.311  -3.999
H  3.081  -4.080  1.530
H  -5.908  0.096  3.320
H  -3.519  1.909  3.229
H  6.459  -1.015  -4.074
H  2.880  2.476  -0.079
H  1.041  2.666  -7.047
H  3.119  -1.009  -0.932
H  -0.294  2.898  -5.915
H  2.050  2.788  -1.639
H  -3.724  -0.554  7.369
H  0.349  2.117  1.307
H  1.564  -1.620  4.307
H  0.627  -1.385  -3.549
H  -1.442  -0.040  -3.531
H  2.030  1.049  -5.736

Calculated values
- 2S+1 = 6
- ⟨S²⟩ = 8.7575
- LUMO (alpha / beta) (eV) = -0.246 / 0.054
- orbital gap (alpha / beta) (eV) = 6.82 / 7.12

Record 3
Entry from the OMol25 dataset: 5 unconnected molecules or ions with the total composition C25H42Cl8F4IO4P in a non-equilibrium geometry (wB97M-V/def2-TZVPD).

Positions of all 85 atoms, in Å:
I  -1.702  -3.609  1.057
Cl  -5.553  -2.072  4.391
Cl  3.747  3.748  7.248
Cl  3.304  0.855  7.422
Cl  7.012  0.835  5.871
Cl  -5.916  -1.796  7.288
Cl  1.177  -3.149  3.715
Cl  7.455  3.725  5.681
Cl  -1.635  -3.096  4.551
P  -0.875  -3.213  -1.218
F  2.416  2.054  -2.091
F  2.391  0.637  3.378
F  3.514  -1.187  3.753
F  4.552  0.682  3.392
O  0.122  0.517  -1.904
O  2.729  -1.424  1.212
O  1.711  2.789  -4.046
O  -2.225  -2.657  -1.986
C  -2.506  0.499  -4.643
C  -0.017  -3.747  4.866
C  -2.909  1.737  -5.471
C  3.635  2.226  6.356
C  3.483  -0.068  3.029
C  3.537  -0.335  1.537
C  0.754  -0.334  -2.878
C  -4.319  2.498  -0.574
C  -3.140  0.616  -3.251
C  7.346  2.200  4.797
C  0.177  -1.721  -0.959
C  1.813  0.414  -3.706
C  2.565  -1.013  -1.216
C  3.015  -1.944  -0.088
C  1.739  -2.688  -2.825
C  -4.819  3.637  0.282
C  -2.782  1.899  -2.456
C  -3.955  2.651  -1.866
C  -4.971  -2.540  5.993
C  -0.977  0.421  -4.646
C  -0.369  -0.756  -3.839
C  -4.261  1.138  0.102
C  -0.492  -0.303  -0.930
C  1.945  1.868  -3.335
C  1.302  -1.473  -1.981
H  -0.064  -4.827  4.792
H  2.515  -2.909  -0.142
H  8.288  2.019  4.294
H  -3.931  2.049  -5.259
H  2.830  2.305  5.636
H  0.935  -3.030  -3.473
H  2.018  -3.536  -2.201
H  3.404  -0.918  -1.907
H  2.807  -0.014  -3.570
H  3.205  0.589  1.051
H  -1.581  -0.378  -1.002
H  -0.323  0.152  0.049
H  -0.555  1.386  -4.366
H  6.540  2.275  4.076
H  -5.910  3.706  0.343
H  -2.200  2.598  -3.055
H  2.598  -2.401  -3.432
H  -4.410  4.578  -0.074
H  -1.174  -1.270  -3.324
H  -2.150  1.638  -1.610
H  4.092  -2.133  -0.137
H  2.394  -0.008  -0.830
H  4.591  -0.469  1.270
H  1.603  0.369  -4.769
H  -2.935  -0.274  -2.654
H  -2.783  1.555  -6.538
H  -5.109  1.055  0.777
H  -2.261  2.574  -5.207
H  0.045  -1.476  -4.550
H  -0.683  0.256  -5.687
H  0.516  -1.843  0.071
H  -4.222  0.624  -3.405
H  -4.537  3.292  -2.527
H  -2.407  -3.288  -2.693
H  -4.467  3.474  1.303
H  -3.326  0.997  0.658
H  -3.940  -2.223  6.092
H  -2.946  -0.364  -5.152
H  -4.298  0.364  -0.660
H  0.283  -3.444  5.862
H  4.578  2.047  5.855
H  -5.048  -3.616  6.085

Calculated values
- LUMO (eV) = 0.166
- SMILES = CC(C)=CCC[C@@H](C)CC[C@@]1(CC(=O)F)OC[C@@H](P(O)I)[C@]1(C)CCOCC(F)(F)F.ClCCl.ClCCl.ClCCl.ClCCl
- orbital gap (eV) = 8.07

Record 4
Entry from the OMol25 dataset: 10 unconnected molecules or ions with the total composition C25H43Br18I2N2 in a non-equilibrium geometry (wB97M-V/def2-TZVPD).

Positions of all 90 atoms, in Å:
I  0.542  1.037  0.232
I  0.699  6.116  1.968
Br  -1.482  8.813  8.783
Br  2.930  -6.130  -3.168
Br  -5.048  2.837  -5.384
Br  2.270  7.738  7.908
Br  0.082  5.129  6.478
Br  -2.046  -4.055  -4.270
Br  6.715  0.730  -4.289
Br  -4.334  0.037  -3.085
Br  0.888  -2.637  -1.500
Br  6.582  0.975  -7.971
Br  -3.517  6.048  7.423
Br  2.460  0.068  -3.462
Br  -6.322  -5.503  -6.803
Br  2.088  -5.992  0.425
Br  -1.333  -6.855  -1.970
Br  4.301  -3.738  2.632
Br  -3.541  -7.502  -8.184
Br  5.014  -6.538  4.931
N  -2.504  3.371  0.129
N  -3.837  3.605  0.069
C  5.528  1.778  -5.428
C  -4.543  3.968  1.319
C  1.233  4.076  1.237
C  1.879  5.677  5.953
C  4.025  -4.886  5.245
C  -3.153  -4.827  -2.861
C  2.553  -2.638  -2.516
C  5.134  1.004  -6.665
C  -2.528  6.162  9.100
C  3.729  -7.076  -1.661
C  -4.146  -5.710  -8.659
C  3.283  -1.323  -2.370
C  0.124  3.096  0.986
C  3.194  -4.509  4.040
C  2.678  -7.500  -0.661
C  -2.637  7.542  9.707
C  -6.155  2.065  -3.976
C  -1.484  3.431  1.228
C  -4.567  -4.932  -7.433
C  -2.075  3.826  2.742
C  -3.695  4.068  2.703
C  -2.322  -5.204  -1.657
C  2.728  5.996  7.161
C  -5.323  1.688  -2.772
C  2.829  3.727  1.031
H  1.786  -7.928  -1.126
H  2.289  4.822  5.408
H  -4.946  -5.827  -9.394
H  -6.688  1.218  -4.417
H  -3.872  -4.044  -2.604
H  -1.589  -4.440  -1.379
H  4.868  -0.036  -6.460
H  3.305  -0.951  -1.342
H  -3.651  7.951  9.675
H  -1.499  5.863  8.885
H  -3.284  -5.236  -9.138
H  -2.284  7.537  10.742
H  3.465  4.653  0.633
H  -2.990  5.416  9.754
H  -5.721  4.161  1.269
H  2.295  -2.878  -3.551
H  3.044  2.843  0.294
H  -3.876  -5.039  -6.593
H  -4.288  4.338  3.693
H  1.767  6.521  5.266
H  3.284  3.411  2.080
H  3.384  -5.098  6.105
H  4.651  1.987  -4.809
H  -2.078  3.082  -0.807
H  4.300  1.494  -7.176
H  2.625  5.265  7.969
H  4.218  -7.949  -2.101
H  3.782  6.075  6.882
H  2.475  -3.727  4.298
H  -6.874  2.848  -3.718
H  3.143  -3.456  -2.094
H  4.490  -6.415  -1.236
H  6.044  2.716  -5.649
H  2.660  -5.356  3.599
H  -4.682  -3.871  -7.671
H  4.308  -1.408  -2.743
H  4.758  -4.123  5.522
H  -1.406  3.904  3.702
H  3.092  -8.219  0.051
H  -2.963  -5.415  -0.797
H  -3.687  -5.673  -3.302
H  -4.591  2.451  -2.494
H  -5.965  1.477  -1.911

Calculated values
- LUMO (eV) = -5.099
- orbital gap (eV) = 5.98
- net charge = +1

Record 5
Entry from the OMol25 dataset: a molecular structure, C25H43BrN2P2Pd in a non-equilibrium geometry (wB97M-V/def2-TZVPD).

Positions of all 74 atoms, in Å:
Pd  -0.103  -0.184  1.900
Br  1.949  -0.685  3.295
P  6.209  -0.910  0.910
P  -0.506  -2.121  0.871
N  -7.094  5.678  -4.895
N  -1.233  -0.008  3.797
C  -1.633  1.621  -1.706
C  5.776  -2.053  3.413
C  0.687  -2.553  -0.422
C  -2.774  2.337  -1.272
C  -2.187  1.811  1.041
C  -3.631  2.956  -2.264
C  5.385  -1.353  -0.688
C  -6.714  4.419  -5.113
C  -3.216  -1.576  1.142
C  0.161  -2.537  -1.857
C  -2.176  -2.111  0.156
C  -0.786  1.001  -0.783
C  -5.931  3.701  -4.200
C  -4.776  3.625  -1.965
C  6.743  1.822  0.581
C  -6.032  5.638  -2.752
C  5.050  -1.696  2.118
C  -1.131  1.043  0.566
C  6.067  -2.507  -1.420
C  -0.346  -3.439  2.127
C  -5.594  4.317  -2.975
C  -6.760  6.283  -3.754
C  -1.500  -4.434  2.177
C  -3.038  2.424  0.110
C  5.654  0.849  1.029
H  -0.621  0.516  4.419
H  5.778  -2.476  -2.477
H  -5.765  6.167  -1.839
H  0.589  -3.954  1.864
H  -0.154  -2.942  3.090
H  -5.112  3.728  -0.924
H  -3.752  -2.381  1.668
H  0.126  0.506  -1.106
H  -1.683  -4.882  1.191
H  -2.421  -3.121  -0.205
H  -1.239  -5.247  2.865
H  4.338  -1.588  -0.457
H  -2.098  0.488  3.611
H  4.671  -2.599  1.617
H  -2.759  -0.925  1.901
H  5.413  -0.439  -1.298
H  -0.528  -1.708  -2.052
H  5.758  -3.477  -1.018
H  7.737  1.478  0.883
H  7.157  -2.436  -1.362
H  -3.914  2.975  0.450
H  -2.436  -3.985  2.526
H  -1.416  -0.942  4.180
H  1.080  -3.547  -0.160
H  5.207  -2.835  3.930
H  6.558  2.797  1.045
H  4.736  0.970  0.438
H  4.178  -1.045  2.319
H  5.853  -1.193  4.092
H  -2.362  1.933  2.104
H  1.009  -2.428  -2.545
H  -5.603  2.690  -4.433
H  5.405  0.989  2.090
H  6.740  1.962  -0.507
H  -0.349  -3.476  -2.111
H  6.784  -2.426  3.204
H  -2.121  -1.453  -0.726
H  -3.957  -0.973  0.601
H  -3.297  2.911  -3.312
H  -7.083  7.320  -3.615
H  -7.024  3.952  -6.053
H  -1.446  1.561  -2.771
H  1.502  -1.827  -0.278

Calculated values
- LUMO (alpha / beta) (eV) = -0.533 / -0.532
- orbital gap (alpha / beta) (eV) = 7.15 / 7.15

Record 6
Entry from the OMol25 dataset: 6 unconnected molecules or ions with the total composition C25H43BrN6O9 in a non-equilibrium geometry (wB97M-V/def2-TZVPD).

Positions of all 84 atoms, in Å:
Br  -5.903  0.927  1.572
O  5.518  -3.192  7.051
O  2.784  6.091  -0.156
O  -9.926  3.826  -0.275
O  0.844  1.762  1.432
O  1.250  -0.249  -2.129
O  -4.819  1.854  -1.621
O  5.206  0.919  -3.895
O  -1.684  -1.708  -0.415
O  0.605  -3.594  3.234
N  4.702  5.155  -0.996
N  -0.021  1.146  -0.761
N  3.706  0.373  -5.540
N  3.500  -3.844  6.180
N  -9.110  1.904  -1.220
N  -0.497  -5.230  2.068
C  1.356  -1.038  0.173
C  0.455  2.073  0.290
C  -4.279  0.591  0.499
C  2.771  -4.411  5.062
C  0.013  -4.658  3.192
C  -1.191  -6.502  2.097
C  -3.946  1.488  -0.804
C  4.996  6.303  -1.831
C  0.416  3.648  -0.065
C  -2.382  1.828  -0.983
C  5.607  4.022  -1.014
C  -8.996  3.112  -0.600
C  3.585  5.175  -0.219
C  -2.059  -0.557  -0.119
C  -3.340  -0.424  0.853
C  2.562  0.500  -4.655
C  0.861  -0.028  -0.950
C  3.486  0.004  -6.923
C  -10.432  1.399  -1.534
C  4.953  0.605  -5.044
C  -7.951  1.111  -1.576
C  -0.340  -4.544  0.800
C  4.849  -3.662  6.149
C  2.768  -3.457  7.371
C  -1.443  0.806  -0.639
H  2.030  -3.688  4.716
H  -10.364  0.428  -2.026
H  -7.030  1.611  -1.283
H  -3.500  -1.105  1.746
H  6.599  4.354  -0.699
H  1.704  -3.661  7.249
H  -1.234  -6.900  3.112
H  4.166  6.463  -2.524
H  2.266  -5.323  5.394
H  2.846  0.754  -7.395
H  0.455  3.821  -1.195
H  5.748  0.482  -5.797
H  4.430  -0.054  -7.468
H  -7.945  0.956  -2.659
H  5.307  -3.988  5.200
H  2.011  -0.446  0.918
H  0.530  -1.517  0.790
H  -0.160  -5.259  4.100
H  2.027  -1.871  -0.243
H  -0.796  -5.118  -0.007
H  5.262  3.236  -0.341
H  2.675  -0.196  -3.824
H  0.726  -4.407  0.598
H  -8.013  0.145  -1.068
H  5.917  6.141  -2.392
H  2.530  1.518  -4.258
H  -2.055  2.866  -1.349
H  5.100  7.188  -1.200
H  3.456  4.255  0.376
H  -11.008  1.303  -0.610
H  3.154  -4.016  8.226
H  2.919  -2.390  7.554
H  5.660  3.624  -2.030
H  -10.941  2.109  -2.191
H  -7.950  3.403  -0.408
H  -0.813  -3.561  0.865
H  2.992  -0.971  -6.957
H  -2.209  -6.361  1.725
H  -0.662  -7.211  1.456
H  1.637  0.286  -5.191
H  1.232  4.223  0.500
H  -0.618  4.010  0.290
H  3.445  -4.654  4.239

Calculated values
- LUMO (eV) = -1.913
- SMILES = CC(=O)N(C(C)=O)C1=CC(=O)C(Br)=CC1=O.CN(C)C=O.CN(C)C=O.CN(C)C=O.CN(C)C=O.CN(C)C=O
- orbital gap (eV) = 6.99

Across the entries above, DFT total energy takes the values -2834.91914; -3750.79053; -5998.78800; -48015.00801; -4472.48432; -4557.94714 Eh, respectively.